C38H62N11O4S3Sn as an isolated structure at a distorted geometry. Source: OMol25; level of theory: the ωB97M-V functional and the def2-TZVPD basis.

Computed properties:
charge	+1
LUMO	-3.257	eV
relative energy (zero: lowest compared OMol25 entry of this formula, charge and spin)	3.062	eV
E_tot	-103322.5309	eV
highest occupied orbital energy	-9.809	eV

Structure (XYZ):
```
119
Properties=species:S:1:pos:R:3:forces:R:3:lowdin_charge:R:1
Sn -0.506481 0.929759 -2.416347 -0.19 0.64 0.33 1.0349
N -0.867932 2.602562 1.939006 1.09 2.05 3.40 0.0989
C -1.085864 2.206583 0.720066 -0.56 -0.57 -1.49 -0.9458
S -0.823227 3.229135 -0.625818 0.25 -0.10 -0.70 0.4869
N -1.576980 0.975919 0.662092 -0.08 -0.02 0.61 -0.0349
N -1.657743 0.393331 -0.510351 -0.22 -2.06 0.03 -0.1800
C -2.145727 -0.835223 -0.410775 0.27 2.29 1.29 -0.0819
C -2.204228 -1.676877 -1.526114 -0.94 -1.11 -3.77 -0.2621
C -2.860101 -2.940101 -1.574285 0.93 1.33 0.40 0.0047
C -3.034123 -3.567655 -2.794910 0.83 0.12 0.17 -0.0427
C -2.642919 -2.957049 -3.983831 0.39 0.79 -0.02 -0.0376
C -2.003385 -1.719440 -3.919164 0.27 0.42 1.13 -0.1254
N -1.756564 -1.130204 -2.716107 -0.61 -0.39 0.08 -0.0825
H -0.494008 3.555147 2.130122 -0.50 -1.32 -0.50 0.1197
H -0.919736 1.979213 2.774280 0.03 0.33 -1.38 0.1213
H -2.564739 -1.019284 0.579979 0.22 -0.70 -0.34 0.1405
H -3.129649 -3.334398 -0.605774 -0.24 -0.47 -0.16 0.1203
H -3.319346 -4.596280 -2.844759 -0.67 -0.36 0.12 0.1124
H -2.795004 -3.442049 -4.935321 -0.02 -0.02 -0.04 0.1105
H -1.647197 -1.130630 -4.796229 -0.34 -0.79 0.66 0.1168
C 2.690598 -6.880221 -1.375138 -0.15 0.68 -0.31 -0.1085
O 1.628422 -5.931261 -1.421703 -0.52 1.06 0.58 -0.2199
C 1.417752 -5.060920 -0.236705 0.32 -1.88 0.04 -0.1780
C 0.417978 -3.939894 -0.536508 0.92 -0.01 1.18 -0.1835
O 1.108186 -2.696366 -0.788977 -0.53 0.04 -0.67 -0.1636
C 1.384598 -2.476017 -2.206400 0.28 0.01 1.34 -0.1675
C 2.544761 -1.506135 -2.290728 -0.70 0.92 -0.93 -0.1574
O 2.225497 -0.565604 -3.416734 1.61 -1.58 0.84 -0.3004
C 3.436471 0.061254 -3.841107 -0.01 0.95 -0.87 -0.1218
H 3.348108 -6.650844 -0.541361 -0.01 -0.54 0.37 0.0807
H 2.345020 -7.920457 -1.464458 -0.15 0.29 0.74 0.0870
H 3.294219 -6.745296 -2.263242 0.22 0.24 -0.39 0.0720
H 0.997674 -5.688114 0.589425 0.37 0.34 -0.71 0.0325
H 2.399909 -4.680979 0.127874 -0.62 0.06 -0.36 0.1325
H -0.138520 -4.203872 -1.411206 -0.66 -0.32 -0.48 0.1017
H -0.273473 -3.879801 0.376301 0.98 0.47 -1.32 0.1132
H 1.746628 -3.408406 -2.634842 -0.70 -0.22 -0.36 0.1275
H 0.511753 -2.006574 -2.699780 0.38 -0.68 0.05 0.0889
H 2.546989 -0.872787 -1.414235 0.27 -0.04 0.52 0.1161
H 3.519450 -2.058389 -2.380870 -0.83 0.81 -0.29 0.1400
H 4.299801 -0.370057 -3.338176 0.02 0.41 0.36 0.0728
H 3.664592 -0.122055 -4.912979 -0.60 0.05 0.39 0.0894
H 3.359784 1.179809 -3.707055 0.24 -1.13 0.09 0.1000
C 0.339863 -8.568934 5.420137 0.20 0.21 -0.21 -0.0821
N 0.467960 -7.441662 4.481201 -1.45 -1.07 0.94 -0.0641
C -0.575850 -6.799619 3.888474 0.26 0.60 0.00 -0.8320
S -0.184993 -5.512958 2.852867 -0.46 -0.44 0.09 0.6189
N -1.850907 -7.139956 4.213153 1.43 -1.93 1.91 -0.0772
C -2.991244 -6.619729 3.549656 -1.46 1.94 1.17 -0.1436
H 1.322750 -8.964668 5.540046 0.86 -0.19 0.14 0.0710
H -0.213725 -9.424447 5.037072 -0.51 0.18 -0.15 0.0831
H 0.022718 -8.319277 6.443055 -0.26 0.31 -0.48 0.0911
H 1.350731 -7.349630 4.023159 0.16 0.40 -0.10 0.1014
H -2.016951 -7.830447 4.998367 0.51 1.18 -1.60 0.1580
H -2.827093 -5.514619 3.435661 -0.36 -0.97 -0.16 0.0621
H -3.901463 -6.760954 4.210111 1.06 0.07 -0.80 0.1060
H -3.166379 -7.069355 2.593433 -0.06 -0.24 -0.60 0.0719
C -5.482605 4.484322 1.612674 -0.34 -1.12 0.80 -0.1252
C -5.693261 4.560100 0.135169 -0.42 -0.89 -2.39 -0.2690
C -4.716303 3.797705 -0.871857 -0.12 2.25 0.44 -0.1797
C -5.331555 3.609754 -2.271750 1.14 1.64 -0.59 -0.1531
N -4.426532 2.779132 -3.112362 -1.64 0.25 1.17 -0.0016
C -3.327925 3.055977 -3.786249 -0.32 2.74 0.29 -0.7946
S -2.412186 1.725784 -4.211099 1.45 -1.14 -0.80 0.5956
N -3.051155 4.346832 -4.141519 0.15 -0.17 0.45 0.0439
C -1.743671 4.837985 -4.632458 0.93 -0.35 -1.08 -0.1935
C -1.698816 5.020955 -6.185688 -0.15 -0.65 0.25 -0.2042
C -0.488883 5.787448 -6.777978 -1.03 0.42 -1.30 -0.2744
C 0.952961 5.324187 -6.572407 0.38 1.42 0.80 -0.1222
H -6.304167 5.086646 2.096486 1.13 -0.66 -0.15 0.0952
H -4.481250 4.766778 1.931617 -0.09 0.48 0.09 0.0660
H -5.568427 3.401210 1.918232 -0.15 1.07 -0.06 0.0902
H -5.826135 5.584891 -0.223034 0.32 0.07 0.10 0.1061
H -6.679009 4.107106 -0.057642 0.03 0.09 0.05 0.1019
H -4.444123 2.830912 -0.519963 0.04 -0.96 0.55 0.0915
H -3.760862 4.343170 -0.944709 -0.26 -0.10 -0.02 0.0878
H -5.592123 4.564262 -2.843311 0.30 -1.14 1.00 0.1428
H -6.226298 3.056218 -2.100928 -0.80 -0.44 -0.47 0.1079
H -4.520269 1.813755 -2.861959 0.20 -0.41 -0.28 0.1109
H -3.704568 5.106634 -3.901747 0.33 -0.99 -0.04 0.1524
H -0.982492 4.060636 -4.480375 -0.33 0.17 0.59 0.0847
H -1.408911 5.744980 -4.079578 -0.59 -0.55 -0.29 0.1367
H -2.584704 5.560856 -6.518474 -0.15 0.05 0.04 0.0993
H -1.801939 3.987391 -6.615562 0.25 0.84 0.28 0.1159
H -0.660861 6.882237 -6.519380 0.63 -1.22 -0.27 0.1240
H -0.609346 5.715842 -7.899795 -0.37 0.28 1.09 0.1139
H 1.541787 5.748667 -7.404715 -0.12 -0.40 0.34 0.0737
H 1.098678 4.243642 -6.543180 -0.12 0.08 0.07 0.0706
H 1.363790 5.826637 -5.664653 -0.08 -0.81 -0.39 0.0766
C 2.981549 5.893014 2.276836 0.27 -1.29 -1.81 -0.0559
C 3.520794 4.550574 2.746390 1.07 -0.08 1.13 -0.2742
C 3.284297 4.135984 4.075819 -0.37 -0.98 -1.35 -0.0440
C 3.722649 2.884796 4.548858 -0.33 1.89 1.21 -0.0271
C 4.653240 2.172981 3.835987 -0.07 0.22 -0.08 -0.2827
N 5.360931 1.111918 4.474162 -1.17 -2.05 -1.74 0.1418
C 5.425264 -0.139312 3.841876 -0.89 1.14 0.53 -0.5486
O 6.330827 -0.912890 4.001461 0.31 -0.28 -0.23 0.0941
N 4.272490 -0.372147 3.036554 1.34 -1.95 -1.31 0.0954
C 3.041191 -0.560959 3.718991 -0.34 0.97 0.48 -0.2495
C 2.948710 -1.083621 4.995262 0.91 -0.41 -0.38 -0.0106
C 1.722595 -1.254024 5.601845 -0.43 -0.81 0.04 -0.0480
C 0.650373 -0.612872 4.985116 0.52 -0.50 -0.13 -0.1456
N 0.728636 0.028456 3.809660 -0.38 -0.40 0.63 0.0625
C 1.888150 -0.024566 3.180449 -0.27 0.72 -1.06 -0.1025
C 4.902227 2.542247 2.507524 0.71 0.33 -0.51 -0.0122
C 4.417754 3.763249 1.981181 -0.82 -0.81 0.52 -0.0281
H 2.664993 5.794880 1.194473 0.41 0.19 1.03 0.0910
H 3.776363 6.646867 2.312285 -0.49 0.11 0.24 0.0851
H 2.076453 6.111750 2.817302 -0.04 0.58 0.40 0.0613
H 2.665423 4.717038 4.737621 -0.24 0.25 -0.02 0.1010
H 3.376936 2.661295 5.576102 0.68 -0.37 -0.68 0.1253
H 6.172242 1.262219 5.013273 0.82 0.70 0.64 0.1357
H 4.502603 -1.154838 2.353904 -0.51 1.24 1.33 0.1767
H 3.886371 -1.367184 5.439444 0.08 -0.54 0.38 0.1189
H 1.589485 -2.034443 6.401930 0.11 1.53 -0.47 0.1301
H -0.300172 -0.671293 5.455656 -0.83 0.14 0.19 0.0906
H 1.903850 0.445929 2.187181 0.18 -0.18 0.37 0.1207
H 5.526782 1.819865 1.927617 -0.39 1.10 0.31 0.1266
H 4.661551 4.099166 0.969913 -0.01 -0.35 0.26 0.1097
```
Forces are in eV/Å.